Molecular formula: C61H48F3NP3PbSi
Method: DFT, ωB97M-V/def2-TZVPD

Cartesian coordinates (Å):
Pb -5.224 9.408 23.683
C -9.520 7.053 17.417
C -9.748 7.955 18.460
C -8.669 8.472 19.164
C -7.353 8.227 18.739
C -7.111 7.335 17.702
C -8.214 6.790 17.041
P -6.101 9.052 19.770
C -6.137 10.736 19.016
C -4.971 11.503 19.097
C -4.979 12.842 18.659
C -6.112 13.360 18.018
C -7.232 12.569 17.908
C -7.263 11.278 18.385
C -4.453 8.482 19.258
C -4.264 8.500 17.894
C -3.167 7.857 17.339
C -2.270 7.214 18.145
C -2.391 7.246 19.528
C -3.453 7.915 20.123
Si -3.395 7.941 22.049
C -3.385 6.041 22.436
C -2.251 5.399 22.937
C -2.172 4.019 22.988
C -3.257 3.256 22.629
C -4.442 3.843 22.277
C -4.526 5.252 22.146
P -6.053 6.016 21.588
C -6.915 6.350 23.140
C -7.970 7.293 23.074
C -8.738 7.558 24.210
C -8.475 6.898 25.413
C -7.374 6.057 25.476
C -6.610 5.723 24.334
C -6.954 4.688 20.746
C -6.327 4.026 19.676
C -7.072 3.145 18.882
C -8.410 2.884 19.149
C -9.002 3.498 20.246
C -8.291 4.399 21.067
C -1.679 8.611 22.641
C -0.546 8.702 21.815
C 0.727 8.714 22.336
C 0.920 8.546 23.703
C -0.151 8.624 24.562
C -1.450 8.838 24.054
P -2.679 9.684 25.079
C -2.563 8.756 26.625
C -2.674 9.393 27.870
C -2.669 8.607 29.030
C -2.716 7.221 28.965
C -2.684 6.582 27.710
C -2.627 7.330 26.561
C -4.486 12.479 23.983
C -5.463 12.919 24.910
C -5.063 13.590 26.056
C -3.712 13.779 26.362
C -2.740 13.311 25.452
C -3.123 12.734 24.252
H -10.306 6.550 16.890
H -10.769 8.272 18.718
H -8.865 9.165 19.997
H -6.108 7.077 17.427
H -8.007 6.099 16.231
H -4.054 11.056 19.480
H -4.087 13.441 18.775
H -6.123 14.387 17.688
H -8.087 12.953 17.391
H -8.149 10.667 18.311
H -4.974 9.065 17.288
H -3.080 7.807 16.248
H -1.464 6.624 17.736
H -1.600 6.725 20.107
H -1.400 5.967 23.239
H -1.249 3.590 23.385
H -3.142 2.205 22.603
H -5.369 3.263 22.106
H -8.143 7.790 22.123
H -9.587 8.254 24.155
H -9.129 7.026 26.267
H -7.067 5.650 26.426
H -5.857 4.951 24.358
H -5.246 4.205 19.495
H -6.553 2.704 18.041
H -8.978 2.242 18.525
H -10.038 3.360 20.501
H -8.752 4.891 21.909
H -0.670 8.685 20.739
H 1.594 8.757 21.674
H 1.898 8.374 24.172
H -0.030 8.583 25.646
H -2.649 10.485 27.920
H -2.701 9.113 29.972
H -2.796 6.662 29.887
H -2.728 5.510 27.653
H -2.536 6.867 25.586
H -6.492 12.680 24.742
H -5.816 13.959 26.741
H -3.436 14.293 27.276
H -1.705 13.517 25.669
H -2.349 12.426 23.523
F -10.765 15.310 19.394
C -10.889 13.941 19.551
F -12.232 13.708 19.660
F -10.510 13.316 18.361
C -10.057 13.398 20.681
C -10.173 12.080 21.124
C -9.278 11.673 22.128
N -8.333 12.447 22.683
C -8.344 13.760 22.287
C -9.100 14.268 21.266
H -10.873 11.359 20.734
H -9.353 10.671 22.526
H -7.665 14.429 22.814
H -9.004 15.325 20.983
C -4.897 11.677 22.849
H -4.101 11.638 22.054
H -5.862 12.048 22.446

gap between HOMO and LUMO = 5.21 eV
2S+1 = 1
net charge = -1
maximum force = 2.02 eV Å⁻¹
DFT total energy = -114671.26244 eV

Atomic partial charges in e from the Löwdin method, atoms 1 to 8:
1 Pb 0.801
2 C -0.093
3 C -0.087
4 C -0.149
5 C -0.385
6 C -0.071
7 C -0.087
8 P 1.052

---

Molecular formula: C61H55ClF8N2O4S2
Method: DFT, ωB97M-V/def2-TZVPD

Cartesian coordinates (Å):
C -0.159 -2.203 0.414
C -1.726 -1.960 0.117
O -2.071 -1.908 -1.092
O -2.651 -1.858 1.228
C -2.693 -0.396 1.485
C -3.789 0.200 0.474
C -5.288 -0.294 0.682
C -6.470 0.142 -0.210
C -6.120 1.128 -1.404
N -7.053 1.647 -2.402
S -6.036 2.630 -3.397
N -4.456 2.542 -2.725
C -4.621 1.646 -1.593
C -3.414 1.198 -0.654
C -1.910 1.766 -0.892
C -1.510 2.574 0.442
C -0.509 3.834 0.156
C 1.024 3.394 -0.047
S 1.395 2.523 -1.640
O 1.381 1.001 -1.511
O 2.842 2.872 -1.984
Cl 0.256 3.203 -3.251
H 0.350 -1.237 0.768
H 0.330 -2.605 -0.547
H -0.102 -3.052 1.197
H -2.943 -0.194 2.588
H -1.621 -0.030 1.235
H -5.496 -1.021 1.546
H -7.529 -0.248 -0.021
H -2.016 2.496 -1.786
H -1.214 0.894 -1.148
H -0.992 1.951 1.248
H -2.496 2.955 0.911
H -0.909 4.537 -0.659
H -0.536 4.453 1.138
H 1.645 4.371 -0.056
H 1.421 2.789 0.852
F -7.729 -4.450 1.924
C -6.485 -4.889 2.174
C -6.308 -6.058 2.897
C -5.019 -6.516 3.151
C -3.921 -5.793 2.688
C -4.111 -4.617 1.966
C -5.400 -4.165 1.703
H -7.173 -6.603 3.257
H -4.869 -7.434 3.710
H -2.916 -6.149 2.890
H -3.257 -4.054 1.610
H -5.566 -3.257 1.135
F 2.157 -3.945 -0.533
C 3.371 -3.385 -0.397
C 4.331 -4.018 0.377
C 5.589 -3.439 0.514
C 5.869 -2.229 -0.117
C 4.895 -1.599 -0.888
C 3.641 -2.183 -1.034
H 4.092 -4.955 0.867
H 6.350 -3.930 1.111
H 6.849 -1.776 -0.006
H 5.113 -0.655 -1.375
H 2.874 -1.711 -1.638
F 2.495 1.135 -10.145
C 1.885 1.705 -9.094
C 2.646 2.349 -8.130
C 2.014 2.945 -7.044
C 0.626 2.879 -6.928
C -0.128 2.225 -7.898
C 0.504 1.640 -8.991
H 3.725 2.383 -8.234
H 2.599 3.458 -6.289
H 0.132 3.340 -6.076
H -1.207 2.172 -7.803
H -0.068 1.134 -9.760
F -1.857 0.842 4.963
C -2.940 0.603 5.721
C -3.809 1.642 6.015
C -4.933 1.393 6.796
C -5.171 0.108 7.280
C -4.289 -0.927 6.982
C -3.170 -0.680 6.193
H -3.603 2.637 5.636
H -5.623 2.197 7.026
H -6.046 -0.085 7.893
H -4.473 -1.926 7.364
H -2.478 -1.476 5.943
F 0.970 5.493 -8.055
C 1.742 6.152 -8.934
C 2.177 7.433 -8.632
C 2.981 8.114 -9.542
C 3.332 7.509 -10.747
C 2.884 6.223 -11.041
C 2.090 5.539 -10.128
H 1.888 7.891 -7.693
H 3.334 9.114 -9.312
H 3.956 8.042 -11.457
H 3.155 5.755 -11.982
H 1.739 4.534 -10.336
F 6.140 -5.141 3.339
C 5.512 -4.575 4.382
C 6.255 -3.913 5.347
C 5.604 -3.323 6.425
C 4.218 -3.410 6.532
C 3.482 -4.082 5.559
C 4.132 -4.663 4.475
H 7.334 -3.863 5.251
H 6.175 -2.796 7.182
H 3.711 -2.953 7.376
H 2.402 -4.152 5.646
H 3.574 -5.182 3.704
F -2.192 6.358 -2.416
C -2.081 6.534 -3.744
C -3.175 6.989 -4.465
C -3.057 7.175 -5.839
C -1.851 6.894 -6.477
C -0.762 6.433 -5.743
C -0.875 6.257 -4.369
H -4.107 7.194 -3.952
H -3.904 7.538 -6.412
H -1.761 7.036 -7.550
H 0.174 6.211 -6.241
H -0.035 5.908 -3.781
F 3.967 -4.653 9.524
C 4.121 -5.983 9.627
C 4.605 -6.523 10.808
C 4.760 -7.902 10.916
C 4.439 -8.723 9.837
C 3.959 -8.168 8.654
C 3.793 -6.791 8.549
H 4.857 -5.868 11.634
H 5.130 -8.336 11.838
H 4.565 -9.798 9.920
H 3.714 -8.809 7.813
H 3.412 -6.343 7.639

gap between HOMO and LUMO = 7.36 eV
2S+1 = 1
net charge = 0
structure (SMILES) = CC(=O)OCc1ccc2nsnc2c1CCCCS(=O)(=O)Cl.Fc1ccccc1.Fc1ccccc1.Fc1ccccc1.Fc1ccccc1.Fc1ccccc1.Fc1ccccc1.Fc1ccccc1.Fc1ccccc1
maximum force = 8.27 eV Å⁻¹
DFT total energy = -131243.56254 eV

Atomic partial charges in e from the Löwdin method, atoms 1 to 8:
1 C 0.006
2 C -0.401
3 O 0.076
4 O -0.116
5 C -0.112
6 C -0.076
7 C -0.002
8 C 0.002

---

Molecular formula: C61H70BrHgN8O5
Method: DFT, ωB97M-V/def2-TZVPD

Cartesian coordinates (Å):
Hg -1.494 -0.646 0.106
C -1.647 -4.859 -2.378
N -0.887 -3.649 -2.588
C -0.721 -3.336 -3.988
C 0.373 -3.774 -1.887
C 1.277 -2.542 -1.904
N 1.149 -1.687 -0.733
C 1.809 -0.400 -0.993
C 1.393 0.269 -2.281
C 2.388 0.714 -3.133
C 2.112 1.347 -4.339
C 0.772 1.560 -4.634
C -0.262 1.163 -3.809
C 0.018 0.437 -2.607
O -0.952 -0.086 -1.927
C -1.706 1.420 -4.228
C -1.841 2.412 -5.394
C -2.310 0.080 -4.660
C -2.509 1.997 -3.057
C 3.239 1.790 -5.267
C 4.046 0.564 -5.725
C 2.739 2.511 -6.526
C 4.143 2.774 -4.511
C 1.780 -2.375 0.393
C 1.798 -1.680 1.721
C 3.010 -1.306 2.263
C 3.105 -0.757 3.535
C 1.942 -0.745 4.292
C 0.709 -1.144 3.809
C 0.577 -1.518 2.436
O -0.566 -1.747 1.866
C -0.498 -1.101 4.735
C -1.350 -2.359 4.541
C -0.123 -1.065 6.224
C -1.283 0.165 4.392
C 4.440 -0.281 4.080
C 5.308 -1.509 4.381
C 5.142 0.605 3.043
C 4.302 0.523 5.377
H -1.089 -5.766 -2.680
H -2.578 -4.816 -2.938
H -1.893 -4.942 -1.319
H 0.036 -3.970 -4.484
H -0.424 -2.295 -4.091
H -1.672 -3.467 -4.500
H 0.945 -4.632 -2.308
H 0.117 -4.021 -0.856
H 1.074 -1.925 -2.779
H 2.330 -2.892 -1.984
H 2.911 -0.538 -1.014
H 1.586 0.259 -0.149
H 3.418 0.535 -2.843
H 0.522 2.060 -5.553
H -1.413 2.026 -6.318
H -1.365 3.360 -5.149
H -2.900 2.603 -5.575
H -1.863 -0.268 -5.592
H -3.388 0.159 -4.794
H -2.095 -0.645 -3.883
H -2.030 2.903 -2.688
H -2.565 1.282 -2.243
H -3.524 2.246 -3.372
H 3.397 -0.128 -6.261
H 4.470 0.039 -4.873
H 4.859 0.858 -6.390
H 2.119 1.861 -7.139
H 3.590 2.829 -7.132
H 2.168 3.399 -6.265
H 4.615 2.300 -3.656
H 3.544 3.607 -4.149
H 4.925 3.169 -5.161
H 2.829 -2.621 0.125
H 1.246 -3.318 0.539
H 3.905 -1.454 1.670
H 1.998 -0.400 5.311
H -0.745 -3.237 4.768
H -1.692 -2.429 3.514
H -2.212 -2.348 5.206
H 0.578 -1.864 6.462
H -1.027 -1.217 6.815
H 0.308 -0.109 6.518
H -1.512 0.162 3.332
H -0.682 1.049 4.607
H -2.207 0.220 4.964
H 5.515 -2.058 3.467
H 4.780 -2.174 5.062
H 6.252 -1.215 4.838
H 5.363 0.050 2.138
H 6.080 0.988 3.443
H 4.510 1.446 2.769
H 3.959 -0.108 6.195
H 3.604 1.348 5.257
H 5.274 0.932 5.654
Br 5.094 3.635 -0.162
C 3.534 4.580 0.390
C 3.557 5.286 1.581
C 2.421 5.948 1.993
C 1.231 5.883 1.249
C 1.260 5.186 0.027
C 2.398 4.541 -0.402
N 0.153 6.623 1.649
N -1.066 6.283 1.629
C -1.516 5.014 1.505
C -2.821 4.851 1.002
C -3.306 3.639 0.596
C -2.519 2.448 0.623
O -2.940 1.353 0.195
C -1.193 2.584 1.223
N -0.430 1.486 1.285
C 0.700 1.532 1.952
C 1.067 2.622 2.742
C 0.315 3.766 2.664
C -0.773 3.814 1.777
H 4.448 5.300 2.194
H 2.410 6.482 2.932
H 0.366 5.138 -0.575
H 2.388 3.978 -1.324
H -3.402 5.753 0.867
H -4.306 3.561 0.193
H 1.322 0.656 1.935
H 1.922 2.548 3.398
H 0.538 4.617 3.292
O -6.121 -6.561 -0.669
N -6.044 -6.080 0.485
O -6.546 -6.687 1.460
C -5.399 -4.874 0.722
C -5.347 -4.422 2.045
C -4.810 -3.179 2.375
C -4.983 -2.569 3.642
C -4.580 -1.273 3.812
C -3.908 -0.618 2.769
N -3.640 -1.194 1.618
C -4.121 -2.415 1.391
C -4.088 -2.900 0.039
N -3.445 -2.143 -0.858
C -3.658 -2.363 -2.139
C -4.508 -3.366 -2.599
C -5.056 -4.254 -1.694
C -4.845 -4.049 -0.323
H -5.804 -5.032 2.809
H -5.474 -3.126 4.430
H -4.753 -0.751 4.745
H -3.596 0.411 2.867
H -3.154 -1.702 -2.821
H -4.701 -3.468 -3.659
H -5.647 -5.098 -2.016

gap between HOMO and LUMO (alpha / beta) = 4.65 / 6.43 eV
2S+1 = 2
<S²> = 0.786
net charge = -2
maximum force = 1.65 eV Å⁻¹
DFT total energy = -160768.39448 eV

Atomic partial charges in e from the Löwdin method, atoms 1 to 8:
1 Hg 1.243
2 C -0.110
3 N -0.257
4 C -0.097
5 C -0.194
6 C -0.172
7 N -0.158
8 C -0.127

---

Which of these has the highest DFT total energy? C61H48F3NP3PbSi

---

What is the formula in the second record? C61H55ClF8N2O4S2